Entry 1:
C11H12N2 | wB97M-V/def2-TZVPD

XYZ file:
```
25
Properties=species:S:1:pos:R:3
C 2.4139 -2.6807 -2.3294
C 1.0928 -2.4372 -2.6031
C 2.9009 -2.1809 -1.1446
C 0.3554 -1.5861 -1.8577
C 2.2119 -1.4413 -0.2558
C 0.9138 -1.0441 -0.6833
C 0.5215 0.6801 0.8351
C -0.0654 1.6757 1.5024
C -2.2354 1.1547 0.8800
C -3.2745 0.4482 0.6626
C -1.8632 3.2122 1.8980
N -0.0381 -0.3193 0.1789
N -1.4205 1.9372 1.4900
H 3.1433 -3.1457 -2.9233
H 0.5629 -2.8992 -3.4477
H 3.9000 -2.5743 -0.7960
H -0.7460 -1.4017 -1.9728
H 2.5909 -1.2479 0.7053
H 1.7161 0.7657 0.8810
H 0.5831 2.4259 1.9619
H -3.6185 0.1468 -0.3362
H -3.8397 -0.0684 1.4449
H -0.9050 3.8984 1.6990
H -2.8059 3.4359 1.3294
H -2.0942 3.2458 2.8811
```

The energy above the lowest of the compared OMol25 structures with the same formula, charge and spin is 0.0 kcal/mol. For the frontier orbital gap (alpha / beta), the calculation gives 6.29 / 7.48 eV. Its multiplicity is 3.

---

Entry 2:
C11H12N2 | wB97M-V/def2-TZVPD

XYZ file:
```
25
Properties=species:S:1:pos:R:3
C -3.6041 -0.1994 -0.6168
C -2.9850 -1.4162 -0.7289
C -2.9535 0.8903 -0.0937
C -1.7209 -1.5899 -0.2679
C -1.6349 0.7690 0.4318
C 1.4116 -0.9772 1.0313
C 2.7415 -1.0685 0.6338
C 2.4779 0.7392 -1.1040
C 0.2667 -0.6188 0.4390
C 3.0994 -0.6982 -0.7206
C -0.8325 1.9208 0.8193
N 1.4229 1.2317 -0.9167
N -1.0084 -0.4683 0.2281
H -4.5494 -0.1567 -0.9874
H -3.2993 -2.3557 -1.1026
H -3.5345 1.7914 -0.0659
H -1.0389 -2.3959 -0.3104
H 1.2737 -1.2105 2.0736
H 3.6122 -1.2469 1.2286
H 3.4108 1.2142 -1.6055
H 4.2080 -0.9408 -0.7880
H 2.6528 -1.2855 -1.4017
H -0.1539 1.6415 1.6849
H -0.2699 2.2849 -0.0465
H -1.3459 2.7801 0.9495
```

The energy above the lowest of the compared OMol25 structures with the same formula, charge and spin is 124.3 kcal/mol. Its charge is +2. For the frontier orbital gap (alpha / beta), the calculation gives 5.93 / 5.93 eV. Its multiplicity is 1.

---

Entry 3:
C11H12N2O2 | wB97M-V/def2-TZVPD

XYZ file:
```
27
Properties=species:S:1:pos:R:3
N 1.2921 0.9941 3.1018
C 0.4988 1.1383 1.8699
C -0.3540 -0.2080 1.6321
C -0.8045 -0.3367 0.2339
C -2.0369 0.0389 -0.2759
N -2.0798 -0.2469 -1.6474
C -0.8145 -0.9007 -1.9816
C -0.4408 -1.3462 -3.2531
C 0.8311 -1.8698 -3.2924
C 1.6414 -1.9844 -2.1531
C 1.2991 -1.4541 -0.9646
C -0.0326 -0.8841 -0.8331
C -0.3713 2.3486 1.9716
O -1.5511 2.4887 1.8587
O 0.3829 3.4351 2.3219
H 1.6937 1.8708 3.3654
H 2.0052 0.2801 3.1285
H 1.2275 1.3880 0.9783
H -1.2176 -0.2112 2.3360
H 0.2437 -1.0821 1.9361
H -2.9248 0.2229 0.3998
H -2.7820 -0.3409 -2.3707
H -1.1652 -1.3202 -4.0900
H 1.2946 -2.1515 -4.2353
H 2.6238 -2.3644 -2.3594
H 1.8443 -1.6479 -0.0238
H -0.3031 4.1435 2.3466
```

The structure (SMILES) is N[C@@H](Cc1c[nH]c2ccccc12)C(=O)O. The energy above the lowest of the compared OMol25 structures with the same formula, charge and spin is 29.9 kcal/mol. For the frontier orbital gap, the calculation gives 8.62 eV. Its multiplicity is 1.

---

> multiplicity of number 3 (C11H12N2O2)?

1

---

> Among the records above, which one has the lowest energy above the lowest of the compared OMol25 structures with the same formula, charge and spin?

number 1